Record 1
Density functional theory data (the ωB97M-V functional and the def2-TZVPD basis) for the molecule C36H30O16.

Summary:
- Max |F|: 0.96 eV Å⁻¹
- HOMO: -8.12 eV
- Energy: -70581.0546 eV
- Energy relative to the best compared isomer or geometry (same formula, charge and spin): 12.0 kcal per mole
- LUMO: -0.081 eV
- Kohn-Sham gap: 8.0435 eV
- SMILES string: O=C(/C=C/c1ccc(O)c2c1[C@H](C(=O)O[C@H](Cc1ccc(O)c(O)c1)C(=O)O)[C@@H](c1ccc(O)c(O)c1)O2)O[C@H](Cc1ccc(O)c(O)c1)C(=O)O

ORCA input file:
```
! wB97M-V def2-TZVPD RIJCOSX def2/J DEFGRID3
* xyz 0 1
O -4.80 -0.78 1.10
C -3.69 -0.47 0.71
C -2.90 0.61 1.28
C -1.62 0.85 0.95
C -0.79 1.88 1.52
C -1.33 2.98 2.20
C -0.54 3.97 2.75
C 0.85 3.91 2.66
O 1.63 4.87 3.20
C 1.39 2.82 1.97
C 0.60 1.83 1.41
C 1.51 0.84 0.74
C 1.40 -0.56 1.34
O 1.90 -0.89 2.38
O 0.70 -1.36 0.54
C 0.58 -2.74 0.91
C 1.46 -3.61 -0.01
C 2.88 -3.11 -0.06
C 3.29 -2.29 -1.10
C 4.59 -1.82 -1.15
C 5.49 -2.15 -0.16
O 6.79 -1.71 -0.13
C 5.09 -2.98 0.90
O 5.97 -3.32 1.87
C 3.79 -3.45 0.94
C -0.90 -3.14 0.73
O -1.32 -3.66 -0.27
O -1.61 -2.84 1.79
C 2.92 1.43 1.04
C 3.72 1.73 -0.20
C 3.22 2.57 -1.18
C 3.96 2.85 -2.31
C 5.20 2.26 -2.49
O 5.99 2.47 -3.60
C 5.71 1.41 -1.50
O 6.92 0.80 -1.68
C 4.98 1.17 -0.36
O 2.72 2.65 1.78
O -3.07 -1.15 -0.27
C -3.88 -2.15 -0.87
C -4.68 -1.58 -2.05
C -5.36 -0.29 -1.70
C -6.69 -0.25 -1.33
C -7.27 0.94 -0.92
C -6.52 2.10 -0.87
O -7.03 3.31 -0.45
C -5.17 2.07 -1.25
O -4.42 3.21 -1.20
C -4.61 0.88 -1.67
C -4.71 -2.83 0.23
O -4.19 -3.35 1.20
O -5.98 -3.02 -0.08
H -3.42 1.18 2.04
H -1.16 0.20 0.22
H -2.40 3.07 2.28
H -0.97 4.81 3.27
H 2.56 4.64 3.04
H 1.32 0.76 -0.33
H 0.87 -2.84 1.96
H 1.43 -4.63 0.38
H 1.02 -3.59 -1.00
H 2.59 -2.01 -1.88
H 4.91 -1.19 -1.97
H 6.92 -1.01 -0.79
H 6.81 -2.90 1.66
H 3.50 -4.08 1.76
H -2.58 -3.07 1.65
H 3.47 0.75 1.69
H 2.25 3.03 -1.06
H 3.57 3.51 -3.07
H 5.55 3.08 -4.20
H 7.31 1.14 -2.50
H 5.39 0.54 0.41
H -3.16 -2.91 -1.23
H -5.41 -2.33 -2.35
H -3.98 -1.42 -2.87
H -7.28 -1.15 -1.34
H -8.31 0.97 -0.63
H -7.95 3.20 -0.20
H -4.99 3.92 -0.89
H -3.57 0.88 -1.96
H -6.43 -3.46 0.66
*
```

***

Record 2
Density functional theory data (the ωB97M-V functional and the def2-TZVPD basis) for C36H31Br2N7O2Rb as an isolated structure.

Summary:
- Max |F|: 0.51 eV Å⁻¹
- HOMO: -4.03 eV
- Energy: -193104.8001 eV
- Energy relative to the best compared isomer or geometry (same formula, charge and spin): 0.0 kcal per mole
- LUMO: 2.159 eV
- Kohn-Sham gap: 6.1891 eV

ORCA input file:
```
! wB97M-V def2-TZVPD RIJCOSX def2/J DEFGRID3
* xyz -1 1
Rb 0.03 0.45 -0.73
C 0.97 -0.38 6.95
C 1.32 -0.06 5.52
C 2.46 -0.58 4.91
C 2.77 -0.34 3.59
C 1.94 0.45 2.76
N 2.12 0.63 1.43
C 3.39 0.87 1.00
C 4.33 1.64 1.72
C 5.55 2.00 1.18
C 5.95 1.61 -0.09
C 7.26 2.06 -0.68
C 5.07 0.81 -0.80
C 3.85 0.43 -0.27
N 3.05 -0.48 -1.03
C 2.83 -1.77 -0.73
C 2.21 -2.34 -1.82
C 2.08 -1.28 -2.73
N 2.60 -0.16 -2.25
C 0.82 1.01 3.42
C 0.51 0.76 4.74
N 0.01 1.92 2.68
C 0.25 3.22 2.46
C -0.74 3.69 1.62
C -1.54 2.57 1.37
N -1.08 1.50 2.01
H 1.87 -0.52 7.55
H 0.38 -1.30 7.02
H 0.38 0.42 7.41
H 3.12 -1.21 5.50
H 3.66 -0.78 3.16
H 4.06 1.99 2.70
H 6.22 2.62 1.78
H 7.97 2.33 0.10
H 7.14 2.92 -1.34
H 7.72 1.27 -1.28
H 5.32 0.44 -1.79
H 3.15 -2.16 0.22
H 1.87 -3.36 -1.92
H 1.59 -1.27 -3.69
H -0.38 1.22 5.16
H 1.11 3.69 2.91
H -0.86 4.68 1.23
H -2.41 2.47 0.75
C -1.38 -3.12 -1.27
C -1.94 -2.45 -2.49
C -2.72 -3.16 -3.42
C -3.22 -2.50 -4.51
C -2.98 -1.12 -4.67
C -3.49 -0.34 -5.74
Br -4.52 -1.14 -7.12
C -3.25 1.00 -5.78
C -2.50 1.63 -4.78
Br -2.27 3.51 -4.89
C -1.92 0.96 -3.69
O -1.27 1.49 -2.76
C -2.19 -0.49 -3.68
N -1.69 -1.17 -2.62
H -1.57 -4.20 -1.28
H -1.82 -2.70 -0.36
H -0.31 -2.95 -1.20
H -2.91 -4.22 -3.27
H -3.82 -3.02 -5.25
H -3.64 1.61 -6.58
O -1.63 -1.27 1.75
C -3.00 -1.51 1.76
C -3.76 -0.87 0.62
C -5.08 -1.25 0.36
C -5.76 -0.64 -0.68
C -5.11 0.34 -1.41
C -3.80 0.66 -1.08
N -3.13 0.05 -0.09
H -1.48 -0.30 1.83
H -3.47 -1.19 2.70
H -3.14 -2.60 1.70
H -5.55 -2.02 0.96
H -6.78 -0.93 -0.92
H -5.59 0.85 -2.24
H -3.25 1.41 -1.62
*
```

***

Record 3
Density functional theory data (the ωB97M-V functional and the def2-TZVPD basis) for C36H31N4O8STl as an isolated structure.

Summary:
- Max |F|: 0.13 eV Å⁻¹
- HOMO: -8.79 eV
- Energy: -75703.1747 eV
- Energy relative to the best compared isomer or geometry (same formula, charge and spin): 0.0 kcal per mole
- LUMO: -0.315 eV
- Kohn-Sham gap: 8.4707 eV

ORCA input file:
```
! wB97M-V def2-TZVPD RIJCOSX def2/J DEFGRID3
* xyz 0 1
Tl -0.04 0.80 0.26
O -2.02 4.11 1.11
C -1.14 3.35 1.47
O -0.13 2.99 0.75
C -1.22 2.74 2.88
C 0.11 2.17 3.37
C 0.04 1.86 4.87
C -0.82 0.56 4.88
C -1.13 0.40 3.39
O 0.11 0.85 2.78
C -2.14 1.47 2.95
C -2.86 1.08 1.66
O -4.07 1.03 1.63
O -2.12 0.74 0.62
H -1.61 3.52 3.54
H 0.99 2.71 3.03
H 1.04 1.68 5.27
H -0.41 2.67 5.43
H -0.24 -0.29 5.24
H -1.72 0.65 5.47
H -1.34 -0.61 3.05
H -2.92 1.60 3.69
O -1.56 -5.90 -2.74
C -2.42 -4.79 -2.94
C -1.88 -3.59 -2.22
C -2.52 -2.36 -2.34
C -2.02 -1.28 -1.66
N -0.94 -1.35 -0.88
C -0.34 -2.53 -0.72
C -0.78 -3.68 -1.39
C 0.79 -2.59 0.24
C 1.90 -3.39 -0.01
C 2.94 -3.39 0.90
C 4.19 -4.20 0.66
O 4.11 -4.93 -0.54
C 2.81 -2.61 2.04
C 1.68 -1.84 2.20
N 0.68 -1.81 1.32
H -1.95 -6.68 -3.15
H -3.43 -5.00 -2.57
H -2.50 -4.55 -4.01
H -3.40 -2.25 -2.96
H -2.50 -0.31 -1.71
H -0.28 -4.62 -1.23
H 1.97 -3.98 -0.91
H 4.33 -4.87 1.52
H 5.05 -3.52 0.65
H 4.97 -4.86 -0.98
H 3.60 -2.58 2.79
H 1.56 -1.19 3.06
N -2.38 3.87 -6.56
C -2.03 3.43 -5.56
C -1.60 2.86 -4.31
C -2.08 3.35 -3.10
C -1.64 2.77 -1.92
N -0.77 1.76 -1.92
C -0.30 1.30 -3.08
C -0.68 1.81 -4.30
H -2.79 4.16 -3.07
H -1.97 3.13 -0.96
H 0.42 0.48 -3.01
H -0.28 1.42 -5.22
C 9.06 -5.21 -2.29
C 7.88 -4.33 -1.95
O 6.88 -4.76 -1.42
S 8.11 -2.64 -2.41
C 6.58 -1.93 -1.88
C 5.44 -2.08 -2.65
C 4.25 -1.49 -2.25
C 4.20 -0.73 -1.08
C 5.35 -0.59 -0.30
C 6.53 -1.19 -0.70
C 2.96 -0.13 -0.66
C 1.92 0.36 -0.32
H 8.76 -5.87 -3.10
H 9.30 -5.82 -1.42
H 9.93 -4.63 -2.60
H 5.48 -2.65 -3.57
H 3.35 -1.61 -2.85
H 5.30 -0.01 0.61
H 7.43 -1.07 -0.10
*
```

***

Record 4
Density functional theory data (the ωB97M-V functional and the def2-TZVPD basis) for C36H31N9OSSeV as an isolated structure in a non-equilibrium geometry.

Summary:
- Max |F|: 1.36 eV Å⁻¹
- HOMO (alpha / beta): -16.54 / -16.54 eV
- Energy: -155138.6298 eV
- Energy relative to the best compared isomer or geometry (same formula, charge and spin): 8.1 kcal per mole
- LUMO (alpha / beta): -11.099 / -11.155 eV
- Kohn-Sham gap (alpha / beta): 5.4382 / 5.3808 eV

ORCA input file:
```
! wB97M-V def2-TZVPD RIJCOSX def2/J DEFGRID3
* xyz 3 1
V 0.24 0.86 0.05
C -2.88 3.43 1.60
C -2.38 3.93 2.80
C -1.17 3.45 3.27
C -0.46 2.52 2.52
N -0.92 2.09 1.33
C -2.12 2.52 0.90
N 0.68 2.00 3.10
C 1.56 1.25 2.57
N 1.71 0.93 1.15
C 2.93 0.12 1.06
N 3.46 -0.33 0.01
C 3.02 -0.01 -1.26
C 3.91 -0.28 -2.30
C 3.57 0.05 -3.59
C 2.33 0.63 -3.82
C 1.49 0.84 -2.75
N 1.81 0.53 -1.48
C 3.42 -0.10 2.42
C 4.53 -0.83 2.83
C 4.78 -0.84 4.20
C 3.97 -0.15 5.10
C 2.87 0.58 4.67
C 2.62 0.58 3.31
H -3.84 3.74 1.21
H -2.94 4.65 3.38
H -0.76 3.76 4.22
H -2.48 2.12 -0.04
H 4.85 -0.73 -2.04
H 4.25 -0.14 -4.41
H 2.00 0.91 -4.81
H 0.51 1.26 -2.92
H 5.16 -1.35 2.13
H 5.64 -1.40 4.57
H 4.21 -0.18 6.16
H 2.25 1.13 5.36
C -0.16 -3.36 3.87
C -1.51 -2.85 3.41
N -1.69 -2.95 1.94
C -2.27 -4.23 1.42
C -1.22 -5.19 0.90
C -1.31 -2.01 1.12
S -0.58 -0.59 1.83
N -1.53 -2.24 -0.21
C -1.27 -1.46 -1.17
O -0.67 -0.22 -0.91
C -1.54 -1.77 -2.55
C -1.30 -0.86 -3.58
C -1.58 -1.20 -4.89
C -2.09 -2.47 -5.18
C -2.32 -3.38 -4.16
C -2.05 -3.04 -2.85
H -0.06 -3.18 4.94
H 0.67 -2.85 3.37
H -0.06 -4.43 3.71
H -1.67 -1.81 3.70
H -2.32 -3.42 3.85
H -3.00 -3.98 0.65
H -2.81 -4.65 2.27
H -0.68 -4.77 0.06
H -1.71 -6.11 0.58
H -0.50 -5.46 1.68
H -0.92 0.12 -3.36
H -1.41 -0.50 -5.69
H -2.30 -2.74 -6.20
H -2.71 -4.36 -4.39
H -2.23 -3.75 -2.05
Se 1.58 3.89 -0.41
N 0.25 2.70 -0.82
C -0.54 3.26 -1.73
C -1.70 2.71 -2.34
C -2.36 3.46 -3.27
C -1.94 4.78 -3.66
C -0.85 5.34 -3.11
C -0.11 4.59 -2.13
N 0.96 5.06 -1.54
H -2.06 1.72 -2.08
H -3.25 3.04 -3.73
H -2.52 5.31 -4.40
H -0.51 6.33 -3.38
*
```

***

Record 5
Density functional theory data (the ωB97M-V functional and the def2-TZVPD basis) for C36H31NP2STi as an isolated structure in a non-equilibrium geometry.

Summary:
- Max |F|: 2.32 eV Å⁻¹
- HOMO (alpha / beta): -10.47 / -10.49 eV
- ⟨S²⟩: 0.76
- Energy: -91848.3954 eV
- Energy relative to the best compared isomer or geometry (same formula, charge and spin): 18.3 kcal per mole
- LUMO (alpha / beta): -3.324 / -2.965 eV
- Kohn-Sham gap (alpha / beta): 7.1473 / 7.5275 eV

ORCA input file:
```
! wB97M-V def2-TZVPD RIJCOSX def2/J DEFGRID3
* xyz 1 2
Ti 0.07 -0.08 -0.11
C -2.41 2.11 -0.17
P -2.35 0.28 -0.37
C -2.63 -0.31 1.34
C -1.51 -0.41 2.17
C -1.65 -0.76 3.50
C -2.91 -1.05 4.01
C -4.02 -0.98 3.18
C -3.89 -0.61 1.85
C -3.79 -0.24 -1.31
C -3.80 -1.56 -1.78
C -4.89 -2.03 -2.50
C -5.95 -1.18 -2.77
C -5.94 0.13 -2.32
C -4.86 0.61 -1.59
C -1.16 2.49 0.58
C -0.96 3.46 1.51
C 0.42 3.42 1.88
C 0.99 2.41 1.15
C 2.42 1.94 1.09
P 2.35 0.12 0.71
C 3.03 0.02 -0.97
C 4.35 -0.27 -1.30
C 4.73 -0.32 -2.64
C 3.80 -0.09 -3.64
C 2.48 0.18 -3.32
C 2.10 0.23 -2.00
C 3.43 -0.74 1.88
C 2.90 -1.89 2.46
C 3.64 -2.61 3.38
C 4.92 -2.18 3.71
C 5.44 -1.03 3.14
C 4.70 -0.31 2.22
N 0.03 1.81 0.35
H -3.30 2.44 0.36
H -2.41 2.55 -1.17
H -0.50 -0.20 1.80
H -0.78 -0.81 4.15
H -3.02 -1.33 5.04
H -5.00 -1.22 3.57
H -4.75 -0.55 1.20
H -2.96 -2.21 -1.56
H -4.90 -3.05 -2.86
H -6.79 -1.54 -3.35
H -6.77 0.79 -2.53
H -4.85 1.63 -1.23
H -1.70 4.14 1.90
H 0.92 4.06 2.59
H 2.93 2.12 2.03
H 2.97 2.45 0.30
H 5.07 -0.47 -0.52
H 5.76 -0.53 -2.89
H 4.11 -0.13 -4.68
H 1.75 0.34 -4.11
H 1.04 0.45 -1.77
H 1.90 -2.22 2.17
H 3.23 -3.51 3.83
H 5.50 -2.75 4.43
H 6.44 -0.70 3.41
H 5.11 0.60 1.80
S 0.07 -2.20 -0.92
C 0.05 -3.89 -0.44
C -0.22 -4.27 0.87
C -0.22 -5.62 1.20
C 0.03 -6.58 0.23
C 0.30 -6.19 -1.07
C 0.31 -4.85 -1.41
H -0.43 -3.51 1.62
H -0.43 -5.92 2.22
H 0.02 -7.63 0.49
H 0.50 -6.93 -1.83
H 0.52 -4.53 -2.43
*
```

***

Record 6
Density functional theory data (the ωB97M-V functional and the def2-TZVPD basis) for C36H32BCrF3O5S as an isolated structure in a non-equilibrium geometry.

Summary:
- Max |F|: 7.77 eV Å⁻¹
- HOMO (alpha / beta): -15.29 / -15.29 eV
- ⟨S²⟩: 3.81
- Energy: -96146.5994 eV
- Energy relative to the best compared isomer or geometry (same formula, charge and spin): 3.5 kcal per mole
- LUMO (alpha / beta): -9.703 / -12.011 eV
- Kohn-Sham gap (alpha / beta): 5.5916 / 3.2821 eV

ORCA input file:
```
! wB97M-V def2-TZVPD RIJCOSX def2/J DEFGRID3
* xyz 3 4
C -3.77 6.16 -1.23
C -2.67 5.33 -0.69
C -2.50 4.91 0.62
C -1.35 4.09 0.79
C -0.52 4.06 -0.33
B -1.64 -0.82 -0.37
C 0.80 3.49 -0.43
C 1.46 3.02 0.72
C 2.80 2.67 0.68
C 3.47 2.72 -0.54
C 4.91 2.33 -0.62
F 5.22 1.75 -1.82
F 5.76 3.40 -0.46
F 5.26 1.43 0.35
C 2.83 3.15 -1.70
C 1.49 3.47 -1.66
O -2.15 -1.29 0.78
C -3.56 -0.94 0.72
C -4.27 -2.25 0.97
C -3.82 0.04 1.85
C -3.79 -0.30 -0.73
C -4.65 -1.11 -1.69
C -4.33 1.12 -0.72
O -2.49 -0.28 -1.31
S -1.34 4.83 -1.68
H -4.28 6.69 -0.41
H -3.37 6.91 -1.93
H -4.52 5.57 -1.76
H -3.17 5.22 1.42
H -1.10 3.57 1.72
H 0.91 2.90 1.66
H 3.31 2.32 1.57
H 3.39 3.23 -2.63
H 0.96 3.71 -2.58
H -5.36 -2.13 0.93
H -3.97 -3.01 0.23
H -3.99 -2.62 1.96
H -4.88 0.31 1.90
H -3.53 -0.42 2.80
H -3.23 0.96 1.73
H -5.68 -1.15 -1.31
H -4.67 -0.61 -2.67
H -4.28 -2.13 -1.83
H -5.35 1.12 -0.30
H -3.70 1.81 -0.14
H -4.39 1.51 -1.75
O 2.92 -6.15 2.67
C 3.22 -5.04 2.50
Cr 3.83 -3.32 1.95
C 3.13 -3.83 0.27
O 2.82 -4.37 -0.72
C 5.33 -4.30 1.29
O 6.11 -5.00 0.79
C 4.77 -2.33 3.64
C 3.42 -2.56 3.91
C 2.44 -2.12 3.00
C 2.78 -1.31 1.91
C 1.73 -0.76 1.07
C 0.76 -0.49 0.38
C -0.14 -0.28 -0.74
C -0.09 -1.44 -1.75
C -0.30 -1.27 -3.13
C -0.49 -2.38 -3.96
C -0.47 -3.68 -3.42
C -0.17 -3.86 -2.06
C 0.02 -2.76 -1.24
C 4.14 -1.25 1.56
C 5.13 -1.70 2.45
H 5.54 -2.67 4.34
H 3.11 -3.10 4.80
H 1.38 -2.34 3.16
H -0.13 0.74 -1.14
H -0.34 -0.26 -3.52
H -0.69 -2.23 -5.02
H -0.69 -4.53 -4.05
H -0.12 -4.87 -1.64
H 0.22 -2.88 -0.18
H 4.42 -0.79 0.60
H 6.18 -1.58 2.18
*
```